(1)
A 9-piece molecular cluster, C36H63F9O24 overall in a non-equilibrium geometry, computed with ωB97M-V with the def2-TZVPD basis set.

SMILES: CCOC(=O)C(F)(F)F.CCOC(=O)C(F)(F)F.CCOC(=O)C(F)(F)F.CCOC(=O)OC.CCOC(=O)OC.CCOC(=O)OC.CCOC(=O)OC.CCOC(=O)OC.CCOC(=O)OC
E_LUMO: 0.26 eV
highest occupied orbital energy: -10.4 eV
frontier orbital gap: 10.7 eV
2S+1: 1

```
132
C36H63F9O24 | the Open Molecules 2025 dataset | ωB97M-V with the def2-TZVPD basis set
C -0.359 3.105 8.363
C 0.656 2.662 7.264
O 0.894 3.816 6.528
C 1.705 3.707 5.375
O 1.989 2.585 4.904
C 2.130 5.026 4.763
F 3.340 4.894 4.187
F 1.184 5.433 3.917
F 2.259 5.924 5.717
H -1.287 3.277 7.817
H -0.090 4.028 8.878
H -0.580 2.250 9.002
H 0.218 2.046 6.479
H 1.552 2.189 7.665
C -1.513 2.402 0.366
C -1.446 3.841 0.835
O -0.094 4.412 0.639
C 0.206 5.747 0.931
O -0.681 6.451 1.320
C 1.744 6.209 0.831
F 2.537 5.113 0.789
F 1.967 6.997 -0.168
F 2.092 6.885 1.989
H -0.857 1.813 1.007
H -1.222 2.262 -0.675
H -2.527 2.006 0.422
H -1.638 3.979 1.899
H -2.143 4.562 0.408
C -5.604 -0.574 -0.405
C -4.485 0.055 0.336
O -4.952 1.028 1.291
C -5.135 2.374 0.928
O -4.882 2.889 -0.132
C -5.639 3.244 2.079
F -4.620 4.048 2.419
F -6.623 4.046 1.638
F -6.145 2.578 3.101
H -5.252 -1.230 -1.202
H -6.031 0.241 -0.989
H -6.420 -1.012 0.170
H -3.796 0.523 -0.368
H -3.942 -0.743 0.842
C -2.035 -5.551 4.390
C -1.504 -4.095 4.106
O -1.102 -3.401 5.307
C 0.069 -2.739 5.393
O 0.951 -2.779 4.514
O 0.083 -2.065 6.513
C 1.222 -1.369 6.857
H -1.601 -5.799 5.359
H -1.816 -6.320 3.650
H -3.116 -5.523 4.528
H -2.299 -3.564 3.581
H -0.699 -4.258 3.390
H 1.458 -0.558 6.168
H 2.081 -2.039 6.890
H 1.107 -0.961 7.862
C 3.818 -2.534 0.341
C 3.198 -2.623 -1.064
O 2.852 -4.011 -1.240
C 3.349 -4.777 -2.192
O 4.440 -4.561 -2.798
O 2.397 -5.625 -2.501
C 2.546 -6.520 -3.588
H 3.195 -2.724 1.215
H 4.317 -1.570 0.436
H 4.681 -3.194 0.425
H 3.753 -2.132 -1.863
H 2.218 -2.153 -1.145
H 2.389 -5.951 -4.504
H 1.797 -7.310 -3.647
H 3.580 -6.859 -3.516
C 1.804 0.198 2.556
C 0.572 -0.715 2.206
O 0.437 -0.633 0.789
C -0.614 -1.180 0.130
O -1.659 -1.476 0.692
O -0.308 -1.265 -1.180
C -1.375 -1.586 -2.117
H 2.261 -0.152 3.482
H 1.564 1.254 2.678
H 2.593 0.095 1.811
H -0.343 -0.346 2.670
H 0.597 -1.773 2.466
H -1.051 -2.247 -2.921
H -1.660 -0.672 -2.638
H -2.275 -1.924 -1.604
C -0.799 -5.146 -2.153
C -1.744 -5.269 -3.349
O -1.033 -6.007 -4.316
C -1.501 -6.284 -5.543
O -2.577 -5.943 -6.071
O -0.629 -7.153 -5.972
C -0.940 -8.020 -6.956
H -1.210 -4.533 -1.351
H 0.165 -4.775 -2.502
H -0.485 -6.109 -1.750
H -2.073 -4.363 -3.858
H -2.678 -5.701 -2.989
H -0.197 -8.815 -7.015
H -0.896 -7.509 -7.918
H -1.900 -8.492 -6.744
C 5.007 7.035 -2.168
C 4.077 5.936 -2.746
O 4.421 4.661 -2.289
C 3.465 3.584 -2.303
O 2.357 3.671 -2.856
O 3.904 2.548 -1.527
C 3.072 1.421 -1.235
H 5.177 7.884 -2.831
H 5.983 6.593 -1.972
H 4.572 7.339 -1.216
H 4.073 5.979 -3.835
H 3.006 6.080 -2.606
H 3.127 0.778 -2.113
H 2.023 1.709 -1.156
H 3.428 0.916 -0.337
C 0.541 0.388 -6.368
C 0.561 1.662 -5.425
O -0.360 1.531 -4.368
C -1.631 2.156 -4.407
O -2.039 2.866 -5.345
O -2.299 1.736 -3.363
C -3.680 1.993 -3.239
H 0.917 -0.508 -5.874
H 1.074 0.593 -7.296
H -0.431 0.172 -6.811
H 0.597 2.575 -6.018
H 1.579 1.585 -5.043
H -4.038 2.988 -2.977
H -4.221 1.278 -2.620
H -4.149 1.872 -4.216
```

---

(2)
C36H64BaIN5O4P3S2 as an isolated structure in a non-equilibrium geometry, computed with ωB97M-V with the def2-TZVPD basis set.

total charge: -1
E_LUMO: 1.98 eV
highest occupied orbital energy: -4.2 eV
frontier orbital gap: 6.2 eV
2S+1: 1

```
116
C36H64BaIN5O4P3S2 | the Open Molecules 2025 dataset | ωB97M-V with the def2-TZVPD basis set
Ba 0.164 -1.789 0.009
C -0.870 -2.798 4.034
C -0.164 -1.454 4.231
C 1.304 -1.669 4.593
P -0.321 -0.512 2.624
C 0.577 1.091 3.019
C -0.010 1.861 4.197
C 0.569 1.950 1.750
C -2.054 0.013 2.591
C -2.839 0.221 3.721
C -4.153 0.646 3.633
C -4.702 0.857 2.369
C -3.954 0.659 1.232
C -2.592 0.246 1.288
N -1.834 -0.036 0.205
C -2.246 0.337 -1.059
C -2.626 1.663 -1.338
C -2.925 2.077 -2.618
C -2.796 1.194 -3.683
C -2.390 -0.103 -3.431
C -2.185 -0.577 -2.132
P -1.542 -2.267 -1.937
C -2.686 -3.318 -2.995
C -1.976 -3.683 -4.306
C -4.102 -2.809 -3.264
C -2.125 -2.767 -0.269
C -1.691 -4.195 0.024
C -3.614 -2.583 0.032
H -0.890 -3.374 4.963
H -1.901 -2.650 3.703
H -0.336 -3.386 3.281
H -0.658 -0.913 5.043
H 1.838 -2.143 3.769
H 1.798 -0.722 4.810
H 1.383 -2.305 5.478
H 1.614 0.819 3.231
H -1.062 2.089 4.024
H 0.073 1.298 5.129
H 0.523 2.808 4.322
H -0.455 2.207 1.466
H 1.120 2.877 1.923
H 1.025 1.409 0.918
H -2.420 0.048 4.706
H -4.742 0.810 4.527
H -5.735 1.176 2.279
H -4.412 0.797 0.262
H -2.645 2.366 -0.514
H -3.218 3.107 -2.792
H -2.991 1.512 -4.699
H -2.230 -0.767 -4.274
H -2.760 -4.247 -2.420
H -1.734 -2.796 -4.899
H -1.054 -4.220 -4.088
H -2.615 -4.327 -4.916
H -4.106 -1.834 -3.744
H -4.616 -3.514 -3.924
H -4.685 -2.724 -2.349
H -1.662 -2.110 0.442
H -2.462 -4.896 -0.304
H -0.789 -4.519 -0.494
H -1.563 -4.360 1.099
H -4.209 -3.421 -0.339
H -3.769 -2.526 1.113
H -4.002 -1.663 -0.401
N 1.141 -1.630 -3.287
C 1.705 -2.972 -3.248
C 3.177 -2.901 -2.842
C 4.113 -2.320 -3.896
C 5.294 -1.638 -3.206
N 4.844 -0.576 -2.323
C 4.896 -0.625 -0.993
N 5.478 -1.677 -0.369
N 4.491 0.402 -0.270
C 0.988 -3.751 -2.120
O 0.302 -4.741 -2.403
O 1.225 -3.302 -0.950
H 0.188 -1.660 -3.621
H 1.650 -0.999 -3.897
H 1.580 -3.520 -4.192
H 3.494 -3.907 -2.556
H 3.196 -2.268 -1.950
H 3.587 -1.581 -4.507
H 4.492 -3.089 -4.573
H 5.983 -1.234 -3.952
H 5.845 -2.366 -2.613
H 4.372 0.238 -2.720
H 5.390 -2.567 -0.831
H 5.262 -1.746 0.615
H 4.133 1.238 -0.760
H 4.267 0.245 0.699
I 3.006 -1.139 1.057
C -0.448 5.069 -1.269
C 0.945 4.461 -1.278
C 1.927 5.261 -0.436
O 1.426 4.420 -2.624
P 1.697 3.036 -3.448
S 3.623 2.928 -3.943
S 0.728 1.542 -2.599
O 1.031 3.416 -4.865
C -0.392 3.470 -5.019
C -0.798 2.389 -6.005
C -0.750 4.868 -5.497
H -0.812 5.139 -0.242
H -1.134 4.434 -1.832
H -0.435 6.066 -1.716
H 0.877 3.440 -0.896
H 2.043 6.265 -0.851
H 2.899 4.768 -0.422
H 1.557 5.344 0.587
H -0.869 3.267 -4.054
H -0.220 2.494 -6.925
H -1.863 2.462 -6.235
H -0.595 1.408 -5.575
H -0.248 5.067 -6.445
H -0.411 5.601 -4.765
H -1.829 4.967 -5.630
```

---

(3)
A 10-piece molecular cluster, C36H64Cl4N8 overall in a non-equilibrium geometry, computed with ωB97M-V with the def2-TZVPD basis set.

SMILES: CCCC#N.CCCC#N.CCCC#N.CCCC#N.CCCC#N.CCCC#N.CCCC#N.CCCC#N.ClCCCl.ClCCCl
E_LUMO: 0.05 eV
highest occupied orbital energy: -11.1 eV
frontier orbital gap: 11.2 eV
2S+1: 1

```
112
C36H64Cl4N8 | the Open Molecules 2025 dataset | ωB97M-V with the def2-TZVPD basis set
C 5.807 8.762 26.441
C 5.551 9.614 25.190
C 6.713 10.573 24.853
C 7.881 9.819 24.633
N 8.852 9.208 24.528
H 6.297 9.290 27.259
H 6.381 7.881 26.154
H 4.878 8.352 26.834
H 4.547 10.034 25.131
H 5.362 8.959 24.339
H 6.793 11.287 25.672
H 6.409 11.157 23.984
C 2.970 10.946 18.848
C 1.592 10.611 19.492
C 0.712 9.820 18.616
C 0.063 10.589 17.535
N -0.606 11.151 16.693
H 3.508 10.133 18.360
H 3.611 11.239 19.680
H 2.902 11.677 18.042
H 1.085 11.456 19.957
H 1.800 10.047 20.401
H -0.136 9.398 19.156
H 1.221 9.031 18.062
C 13.943 13.383 24.973
C 14.555 13.164 26.325
C 14.876 14.431 27.107
C 15.767 15.325 26.373
N 16.428 16.081 25.822
H 14.398 14.213 24.431
H 12.886 13.613 25.108
H 14.072 12.561 24.268
H 15.488 12.621 26.172
H 13.834 12.591 26.908
H 15.345 14.300 28.082
H 13.950 14.953 27.351
C -0.551 11.042 28.880
C -1.216 12.335 28.180
C -2.681 12.006 27.817
C -3.594 13.178 27.498
N -4.241 14.134 27.231
H -0.840 11.098 29.930
H 0.524 11.220 28.833
H -0.796 10.075 28.441
H -0.608 12.587 27.311
H -1.257 13.175 28.874
H -3.225 11.415 28.554
H -2.711 11.509 26.847
C 3.969 21.392 28.256
C 4.620 20.085 27.767
C 5.928 19.658 28.347
C 6.673 18.756 27.498
N 7.231 18.038 26.781
H 3.204 21.033 28.944
H 3.430 21.928 27.475
H 4.758 22.050 28.619
H 4.801 20.337 26.723
H 3.982 19.206 27.866
H 5.707 19.174 29.298
H 6.600 20.501 28.503
C 8.735 1.101 29.461
C 8.296 -0.232 28.698
C 6.721 -0.192 28.612
C 6.269 1.034 27.957
N 5.882 2.099 27.533
H 9.659 0.950 30.018
H 7.963 1.574 30.068
H 9.070 1.877 28.773
H 8.472 -1.183 29.200
H 8.951 -0.279 27.828
H 6.171 -0.188 29.554
H 6.394 -1.028 27.994
C 13.284 3.313 25.110
C 14.698 2.872 24.945
C 15.550 3.059 26.163
C 15.680 1.800 27.011
N 15.731 0.798 27.666
H 13.206 4.398 25.187
H 12.744 2.830 25.924
H 12.660 2.930 24.303
H 15.132 3.475 24.148
H 14.739 1.875 24.506
H 15.345 4.029 26.615
H 16.566 3.145 25.779
C 9.186 18.292 18.484
C 8.852 17.506 19.745
C 7.801 16.473 19.479
C 6.545 16.950 18.877
N 5.568 17.388 18.441
H 8.419 18.963 18.097
H 9.301 17.768 17.535
H 10.096 18.887 18.564
H 8.511 18.250 20.465
H 9.775 17.159 20.210
H 7.675 15.922 20.411
H 8.144 15.744 18.745
Cl 7.348 5.640 19.173
C 9.075 5.211 19.019
C 9.578 5.579 17.639
Cl 11.328 5.370 17.462
H 9.195 4.149 19.234
H 9.622 5.731 19.805
H 9.411 6.630 17.403
H 9.002 5.040 16.888
Cl -0.433 2.213 31.005
C 0.092 3.994 31.352
C 1.479 4.045 31.906
Cl 2.130 5.823 31.823
H -0.623 4.479 32.017
H 0.130 4.500 30.387
H 2.165 3.384 31.377
H 1.683 3.837 32.956
```

---

(4)
C36H65BInN14O3 as an isolated structure in a non-equilibrium geometry, computed with ωB97M-V with the def2-TZVPD basis set.

total charge: -1
E_LUMO: 1.24 eV
highest occupied orbital energy: -4.1 eV
frontier orbital gap: 5.4 eV
2S+1: 1

```
120
C36H65BInN14O3 | the Open Molecules 2025 dataset | ωB97M-V with the def2-TZVPD basis set
C 4.933 1.336 0.621
C 5.368 2.818 1.042
O 5.723 3.659 -0.064
C 4.590 4.477 -0.488
C 3.664 3.655 -1.476
C 2.599 4.532 -2.255
C 1.762 5.517 -1.335
C 0.979 4.818 -0.136
In -0.266 3.019 -0.692
C 0.768 1.486 -1.988
C 0.967 0.055 -1.303
N 1.645 0.143 0.049
C -0.907 2.050 1.277
B -0.731 3.012 2.556
O -1.811 3.046 3.532
O 0.424 3.815 2.847
H 4.676 1.244 -0.476
H 5.756 0.575 0.824
H 4.042 0.986 1.235
H 6.298 2.685 1.688
H 4.593 3.276 1.736
H 3.974 4.820 0.392
H 5.053 5.380 -0.999
H 3.162 2.774 -0.959
H 4.359 3.178 -2.245
H 3.185 5.188 -2.987
H 1.871 3.946 -2.883
H 2.520 6.229 -0.853
H 1.117 6.166 -2.009
H 1.712 4.646 0.715
H 0.246 5.605 0.261
H -1.770 3.535 -1.520
H 1.775 1.787 -2.398
H 0.095 1.329 -2.901
H 1.722 -0.500 -1.965
H 0.035 -0.575 -1.280
H 1.023 -0.401 0.666
H 2.489 -0.444 -0.014
H -0.359 1.088 1.504
H -2.019 1.792 1.234
H -1.846 2.205 4.016
H 0.192 4.756 2.757
C -4.436 -0.711 0.829
C -3.103 -1.203 0.379
N -2.061 -1.579 0.029
H -4.540 -0.861 1.896
H -4.530 0.353 0.608
H -5.225 -1.254 0.313
C -0.695 -4.751 0.025
C -0.018 -5.539 1.094
N 0.511 -6.152 1.929
H 0.043 -4.381 -0.687
H -1.413 -5.381 -0.501
H -1.220 -3.902 0.465
C -7.070 -0.688 4.900
C -6.655 -1.173 3.553
N -6.332 -1.550 2.502
H -7.465 0.325 4.822
H -7.841 -1.342 5.307
H -6.211 -0.686 5.572
C -10.143 -2.133 1.742
C -10.175 -0.722 2.225
N -10.197 0.377 2.601
H -9.914 -2.155 0.677
H -9.378 -2.692 2.282
H -11.112 -2.604 1.908
C 6.106 5.847 3.752
C 6.151 4.547 4.480
N 6.185 3.533 5.047
H 6.048 6.665 4.463
H 7.005 5.963 3.147
H 5.231 5.876 3.101
C -13.311 -3.287 -1.122
C -12.645 -4.073 -0.045
N -12.127 -4.688 0.794
H -12.568 -2.932 -1.836
H -14.034 -3.911 -1.644
H -13.827 -2.429 -0.689
C 6.374 -3.011 0.725
C 4.904 -2.885 0.510
N 3.760 -2.787 0.339
H 6.583 -3.138 1.787
H 6.754 -3.874 0.181
H 6.879 -2.113 0.367
C 1.850 -8.543 -0.291
C 2.535 -8.272 -1.588
N 3.068 -8.061 -2.598
H 0.808 -8.805 -0.471
H 2.343 -9.369 0.222
H 1.890 -7.656 0.342
C 2.686 -5.608 -5.029
C 1.686 -5.776 -6.122
N 0.908 -5.907 -6.974
H 2.501 -4.674 -4.497
H 2.611 -6.439 -4.326
H 3.692 -5.585 -5.448
C 3.312 7.793 -5.682
C 2.451 7.782 -4.465
N 1.782 7.773 -3.517
H 2.729 8.119 -6.544
H 4.149 8.476 -5.537
H 3.697 6.791 -5.871
C 7.193 8.367 7.586
C 7.630 7.894 6.241
N 7.970 7.524 5.195
H 6.762 9.365 7.505
H 6.445 7.686 7.992
H 8.048 8.401 8.261
C -14.342 -6.951 -4.098
C -14.066 -5.487 -4.119
N -13.850 -4.346 -4.137
H -14.316 -7.317 -3.071
H -15.326 -7.149 -4.522
H -13.588 -7.478 -4.683
C 7.964 -5.837 -2.669
C 8.485 -5.412 -1.339
N 8.889 -5.080 -0.301
H 6.888 -5.667 -2.716
H 8.452 -5.263 -3.457
H 8.165 -6.897 -2.823
```

---

- Which value of highest occupied orbital energy does entry 3 give?
  -11.1 eV